No. 1
34
Properties=species:S:1:pos:R:3:forces:R:3 method="wB97M-V/def2-TZVPD" charge=+1 orbital_gap_ev="8.7231 / 4.9265" multiplicity=5 s2=6.030 energy_ev=-100370.56343
Pt -0.1212 0.1715 -0.4347 -0.02 0.60 0.43
Br 0.0007 2.2618 0.7770 -0.04 -0.24 -0.06
P 1.5441 0.5690 -2.0765 -0.74 -0.80 -0.79
O -0.5543 -1.4680 -1.0313 -0.14 -0.33 -0.09
O 1.9117 -0.6863 -2.9653 0.54 -0.01 0.13
O 3.0163 1.2240 -1.5462 -0.58 0.10 0.06
O 1.2174 1.6304 -3.1769 0.10 0.28 -0.10
O 1.6991 -1.0452 1.7315 0.17 -0.28 0.03
C 2.0492 -2.1260 -2.7105 -0.18 0.68 -0.08
C 3.3774 -0.6850 0.1108 0.47 0.50 -0.36
C 0.0312 1.5079 -4.0103 0.00 -0.02 0.07
C 3.0544 -1.0139 1.5043 -0.40 0.37 -0.36
C 1.3353 -1.4665 3.0588 -0.12 0.07 0.15
C 2.9954 2.6722 -1.2668 0.30 0.11 0.07
C -0.1597 -1.3309 3.1948 -0.01 0.01 -0.03
H 3.0733 -2.3277 -2.4069 0.01 -0.02 -0.02
H -0.4656 -0.2949 3.0500 0.00 0.00 0.00
H 0.0160 2.3958 -4.6312 0.00 0.01 0.00
H 1.3256 -2.4506 -1.9661 -0.01 0.03 0.01
H 0.1128 0.6144 -4.6234 0.00 0.00 -0.01
H 1.6561 -2.5028 3.2012 0.01 0.01 -0.04
H 4.4255 -0.5952 -0.1685 0.08 -0.12 0.30
H 2.9773 0.4436 -0.3023 0.55 0.28 0.09
H 2.5700 2.8384 -0.2803 0.01 -0.01 0.01
H -0.8552 1.4695 -3.3794 -0.01 -0.01 -0.01
H 2.3859 3.1578 -2.0212 0.05 0.01 -0.01
H 2.8018 -1.0614 -0.7251 -0.18 -0.99 0.43
H 4.0272 2.9992 -1.3312 0.01 -0.02 0.04
H 3.5164 -2.0256 1.6280 0.06 -0.05 0.06
H 3.5899 -0.3658 2.2153 0.05 -0.07 0.07
H 1.8497 -2.5910 -3.6690 -0.02 -0.07 0.03
H -0.4702 -1.6455 4.1905 0.01 -0.01 0.00
H -0.6707 -1.9571 2.4632 0.00 0.00 0.00
H 1.8591 -0.8380 3.7862 0.01 0.01 -0.03


No. 2
34
Properties=species:S:1:pos:R:3:forces:R:3 method="wB97M-V/def2-TZVPD" charge=+1 orbital_gap_ev=7.0937 energy_ev=-39869.76120
S -1.1246 -1.9805 1.6758 -0.97 1.23 -2.70
P -3.1027 1.3950 -0.4657 -1.46 7.26 0.54
O 0.4223 -1.9596 -1.3981 -1.07 2.54 1.39
O 3.0219 0.4464 -0.1500 0.94 -2.08 -1.67
O -2.4761 1.5905 -2.0806 -2.06 -1.70 2.25
O -4.8616 1.2595 -0.5236 3.83 -2.46 -2.18
N -2.3883 0.0514 0.4634 1.69 -2.11 -1.28
N -2.7615 2.8026 0.3257 -1.43 -3.91 -1.32
C -2.9372 -1.7296 2.1809 1.31 0.88 -0.37
C 5.2713 1.3496 0.5018 -0.86 0.29 -0.37
C 1.6338 -1.5802 -0.6553 1.99 -0.44 0.12
C 4.3592 -0.0239 0.2423 1.65 0.87 1.60
C -1.3998 -0.8675 0.1484 -0.74 0.47 1.59
C 2.4682 -0.3152 -1.2816 -0.08 -0.03 -0.26
C -0.6350 -0.9412 -1.3100 -0.54 -0.53 -0.48
C -2.9835 -0.0976 1.8490 -3.98 -1.54 1.20
H -1.4735 -1.2686 -2.0942 1.72 0.62 1.82
H -3.6698 3.2334 0.6060 0.87 -0.35 -0.22
H 6.0864 1.4651 -0.3336 -1.40 -0.27 1.90
H 2.3660 -2.5212 -0.7175 -1.92 1.92 0.08
H -4.1632 0.0642 1.7677 2.59 0.19 -0.12
H -2.6452 0.6150 2.7155 0.12 -1.43 -2.12
H 4.3671 -0.5888 1.2904 -0.53 1.02 -2.25
H 3.3048 -0.7254 -2.0279 -1.70 0.93 1.78
H -3.1812 2.0470 -2.6407 1.10 -0.65 1.13
H 4.5496 2.2948 0.3991 1.50 -2.20 0.21
H 1.8249 0.4367 -1.9170 1.01 -1.54 1.39
H 1.4712 -1.3860 0.4919 -0.07 -0.16 -2.18
H 5.6899 1.3718 1.5979 -0.53 -0.15 -2.36
H -0.3142 0.1401 -1.6213 -0.40 -1.95 0.84
H -3.5294 -2.4508 1.4433 0.87 1.93 1.87
H -5.0263 0.6058 -1.2900 -0.30 1.25 1.55
H -3.0407 -1.9860 3.3264 0.09 0.63 -2.49
H 4.8772 -0.7465 -0.5184 -1.23 1.50 1.12


No. 3
59
Properties=species:S:1:pos:R:3:forces:R:3 method="wB97M-V/def2-TZVPD" charge=+2 orbital_gap_ev="6.7344 / 6.6396" multiplicity=3 s2=2.019 energy_ev=-60915.48259
Mo -0.1052 1.2984 -0.8827 0.67 0.29 -0.07
Cl -0.5959 4.1346 -0.7160 -0.17 0.09 -0.07
O -1.3983 4.4447 -1.8729 0.09 0.00 0.07
O -1.2237 2.8851 -0.0423 -0.09 0.03 0.09
O -1.1573 1.7539 -2.7472 -0.01 -0.06 -0.03
O 0.6478 -0.2679 -2.0839 0.13 0.01 0.08
O 0.6862 3.4794 -1.1632 0.01 -0.18 -0.08
O 3.1650 -0.2037 5.3276 0.04 0.02 -0.03
O 4.8986 1.0225 4.9270 -0.03 -0.03 -0.01
N 2.1022 1.2659 -0.6461 -0.17 -0.07 0.08
N 0.2835 0.8966 1.2107 -0.01 0.01 -0.10
N 3.8503 0.5106 4.6239 0.00 0.01 0.04
N 0.3796 -2.5322 -1.9548 0.05 -0.02 0.01
C -4.4700 0.3407 -2.0196 0.03 -0.01 0.05
C -4.1340 -0.5058 -0.9239 0.00 0.03 -0.07
C -2.2272 1.0093 -2.1862 -0.01 -0.10 0.19
C 0.4565 -1.3999 -2.6005 -0.11 0.04 -0.07
C 2.9662 1.4911 -1.6229 -0.01 0.01 0.00
C -0.6801 0.8271 2.1205 -0.08 -0.01 -0.03
C 0.5612 -2.6376 -0.5126 0.04 -0.04 -0.02
C -3.5357 1.1031 -2.6633 -0.06 -0.03 -0.04
C -4.8007 -2.1310 0.7358 0.02 0.02 -0.02
C 4.8211 1.3786 -0.1171 0.00 -0.01 0.00
C 1.9460 0.7262 2.9640 -0.02 -0.03 0.10
C -3.4728 -2.1955 1.1968 -0.01 0.00 -0.01
C 0.8996 0.6270 3.9093 0.00 0.01 -0.03
C 4.2969 0.9525 2.2994 0.01 0.01 0.00
C -1.8281 0.2613 -1.0986 -0.21 -0.04 0.01
C 2.5612 1.0880 0.6111 -0.04 -0.02 0.00
C -0.4027 0.6924 3.4789 0.04 -0.01 0.02
C 1.5785 0.8810 1.6274 -0.01 -0.01 -0.02
C 3.9138 1.1363 0.9313 0.05 0.01 0.00
C -2.4941 -1.4290 0.6180 0.03 -0.01 0.07
C 3.3610 0.7464 3.2456 0.02 -0.01 -0.01
C -2.7971 -0.5606 -0.4499 -0.05 -0.04 -0.06
C -5.1224 -1.3023 -0.3041 0.00 -0.02 0.03
C 4.3428 1.5563 -1.3925 0.00 -0.01 0.02
C 0.1954 -3.7955 -2.6739 -0.04 0.01 0.01
H 1.0628 -4.4348 -2.5182 0.01 0.00 0.01
H -1.4740 -1.4933 0.9774 -0.07 0.02 0.00
H -5.5618 -2.7394 1.2037 -0.01 0.00 0.00
H -0.6937 -4.2969 -2.2951 0.00 0.00 0.00
H 5.0077 1.7512 -2.2212 0.01 0.00 0.00
H -3.2252 -2.8598 2.0143 0.00 0.00 0.01
H -6.1406 -1.2489 -0.6680 0.00 0.00 0.00
H -1.4111 2.6933 -2.8579 -0.02 0.09 -0.08
H -3.7851 1.7316 -3.5080 0.00 0.02 0.01
H 1.1234 0.5107 4.9584 0.00 0.01 -0.01
H -1.6991 0.8795 1.7588 0.03 0.02 0.01
H 0.3731 -1.4704 -3.6871 -0.01 0.00 0.02
H -0.2929 -3.1537 -0.0772 0.01 0.01 -0.03
H 0.6564 -1.6478 -0.0760 0.00 -0.01 -0.01
H 5.3410 0.9837 2.5827 -0.01 0.00 0.00
H 5.8826 1.4288 0.0897 0.00 0.00 0.00
H 1.4630 -3.2152 -0.3089 0.01 0.00 0.00
H -5.5006 0.3665 -2.3503 0.00 -0.01 -0.01
H 0.0714 -3.6041 -3.7362 0.01 0.01 0.00
H -1.2218 0.6418 4.1815 0.00 0.00 0.00
H 2.5566 1.6291 -2.6154 0.00 0.00 0.00